[1]
Density functional theory data (ωB97M-V/def2-TZVPD) for a structure of composition C18H18BF6N9O4RuS4 in a non-equilibrium geometry.

XYZ file:
```
61
Properties=species:S:1:pos:R:3:forces:R:3
H -4.4716 1.0051 -1.6958 0.00 -0.01 0.04
C 2.0106 0.0088 -3.3084 -2.17 0.15 -0.74
S 2.8481 -0.3423 -0.7796 -0.52 1.11 -0.22
N 0.1673 -1.9641 -0.4690 -0.52 0.86 0.31
C 3.0784 -0.0270 -2.4117 1.03 -0.08 1.60
H 1.1168 -0.6418 4.7924 -0.01 -0.01 -0.01
F 0.2577 2.7540 2.7671 -0.03 0.03 0.00
B -1.7234 -1.6067 1.1400 0.01 0.32 0.08
C 2.2289 0.2407 -4.7765 0.14 -0.35 -0.01
C 0.6982 -0.6637 3.8018 -0.01 -0.10 0.11
N 1.7348 4.1558 0.0169 -0.04 -0.23 0.02
H 1.5380 -2.6865 -1.8650 0.03 -0.03 0.01
N -2.7181 -2.4065 1.9564 0.10 -0.25 -0.07
S 0.4169 -0.1923 -2.7917 1.34 1.33 0.43
F 0.8864 5.1548 -2.6528 -0.02 0.06 -0.06
N -2.3601 -0.5310 0.2461 -0.26 -0.11 0.15
C -4.4699 -2.8706 3.0814 0.03 -0.06 0.02
H 4.7819 -0.6465 -3.5820 0.00 0.03 -0.04
H 5.1857 0.1491 -2.0534 -0.02 0.01 -0.02
H -1.3037 -1.6244 4.0049 0.00 0.00 -0.05
H -4.4357 -0.8664 0.3153 0.04 0.01 0.00
O 2.1401 1.8670 0.9310 0.37 1.07 0.50
H -1.8538 -4.3856 0.1700 0.01 0.01 0.01
N -3.9834 -1.9975 2.2213 0.12 -0.03 0.03
H -1.4508 -3.9943 2.6001 -0.01 0.04 0.03
N 0.4377 -0.3935 1.6049 0.69 1.29 0.62
C -0.0435 4.7004 -1.8204 0.16 0.06 0.04
N -0.9034 -2.5085 0.1731 0.55 0.11 -0.28
H 4.5944 1.1003 -3.4230 -0.04 -0.01 0.02
O 1.1522 2.3801 -1.7418 -0.09 0.76 0.39
H 2.2297 0.2644 2.4623 -0.06 0.07 -0.02
C 1.2713 -0.1937 2.6238 -0.13 -0.24 -0.04
H 2.3375 1.3141 -4.9579 0.02 -0.03 0.08
Ru 0.5491 0.1885 -0.4095 -0.40 -6.23 -2.41
F -1.0514 4.1922 -2.5323 -0.06 0.02 -0.04
H -3.6342 -4.6977 4.0805 0.00 0.01 -0.04
C 0.6803 -2.9064 -1.2508 -0.09 0.03 0.11
C -2.4211 -3.5281 2.6692 -0.05 0.00 -0.13
C -0.0560 -4.0822 -1.1257 0.04 -0.15 -0.02
O 3.6318 3.7146 1.6063 -0.03 0.36 -0.09
C -0.5264 -1.1641 3.4185 -0.10 0.07 0.19
F -0.4923 5.6971 -1.0742 -0.07 0.02 -0.02
S 2.3335 3.2909 1.2031 0.18 -0.86 -0.20
C -2.2834 0.9369 -1.3321 -0.06 -0.05 0.04
H -5.4820 -2.7621 3.4396 0.03 0.01 -0.01
H -1.8310 1.6382 -2.0125 0.04 0.02 0.04
C -3.6263 0.6113 -1.1593 -0.02 -0.03 -0.10
S 0.6353 3.3517 -0.7848 0.03 -0.04 -0.11
H 3.1267 -0.2563 -5.1430 0.02 0.03 -0.04
H 1.3701 -0.1057 -5.3495 0.01 0.04 0.03
N -1.5345 0.2362 -0.4891 0.03 0.86 0.04
C -3.5247 -3.8674 3.4037 -0.07 0.03 0.06
O -0.4569 2.8610 0.0219 0.01 0.21 -0.16
C -3.6305 -0.3358 -0.1595 -0.07 0.04 0.10
H 0.1200 -5.0224 -1.6179 -0.02 0.02 0.00
C -1.0518 -3.7804 -0.2172 0.04 -0.04 -0.08
C 1.2384 3.6428 2.6727 0.05 -0.03 -0.01
N -0.6698 -0.9855 2.0937 -0.04 0.05 -0.08
F 1.9794 3.5682 3.7782 -0.02 0.00 0.04
F 0.7177 4.8616 2.5825 -0.01 0.04 0.05
C 4.4945 0.1509 -2.8922 -0.05 -0.24 -0.06
```
Forces are in eV/Å.

Output
Molecular weight = 778.5 g mol⁻¹
Relative energy (zero: lowest compared OMol25 entry of this formula, charge and spin) = 62.5 kcal/mol



[2]
Density functional theory data (ωB97M-V/def2-TZVPD) for a cluster of 6 separate species, C40H100ClN5O5 in total in a non-equilibrium geometry.

XYZ file:
```
151
Properties=species:S:1:pos:R:3:forces:R:3
C 6.2139 -1.2976 6.1467 0.90 -0.55 -1.96
C -12.1565 3.2082 -2.9659 -0.17 -0.56 0.85
C 4.4840 7.4648 1.1984 -0.86 0.42 -0.47
H -2.5340 -7.7519 -1.5272 -0.01 -0.33 0.12
H -5.3574 -4.7384 -0.7235 0.30 -0.57 0.49
H -1.0025 -6.9671 0.0373 -0.02 0.08 0.31
H 3.9800 8.1620 1.8678 -0.39 -0.57 0.32
H 3.5336 4.7427 3.1206 0.15 0.17 -0.11
H 4.0414 -0.7799 7.9361 0.25 -0.36 -0.39
H -3.1565 -4.7236 2.2901 -0.01 -0.21 0.20
H 3.6144 1.5254 -5.6626 -0.01 -0.47 -0.21
C -11.8292 3.5507 -1.4983 0.66 0.04 -0.85
C 5.3714 -0.4012 -8.1232 -1.09 -0.09 0.23
C -3.7925 -11.3304 -0.3162 1.31 -0.80 -0.96
O 1.1709 0.8096 -6.5225 0.36 -1.19 -0.27
H 2.1146 5.9594 -0.0898 0.54 -0.54 0.05
H -7.9763 1.4692 -1.1358 -0.16 -0.35 0.70
H 7.4153 -2.4147 2.8114 -0.15 0.21 -0.48
C -3.1346 -5.1935 -0.7294 0.42 -1.47 0.19
C -4.1858 -5.0145 2.0804 0.32 -0.52 -1.80
H 5.8523 -1.4368 -5.5997 -0.15 -0.11 -0.18
H 3.8429 -2.1779 5.9773 -1.23 -0.38 -0.49
C 6.2441 5.0168 0.7281 -0.95 1.07 1.44
H -9.7624 2.2798 0.8812 -0.25 0.10 0.67
N 3.8154 6.0136 1.3798 1.17 0.67 -0.07
C 7.9540 5.3239 2.3531 0.50 0.29 1.39
H 3.5582 -3.0255 -4.2860 0.44 -0.40 0.46
H 6.7612 4.2166 0.1986 -0.36 -0.09 -0.30
C 2.3378 -1.1117 -5.6133 0.64 -0.40 0.73
H -9.2440 4.2359 -1.7306 -0.23 0.02 0.63
H -4.7476 -5.0205 3.0145 0.05 -0.66 -0.15
H -5.3189 3.0655 -0.0959 -0.24 -0.06 -0.56
H -11.5595 2.6219 1.0619 0.17 -0.22 -0.28
H 5.7547 -1.4088 -8.2841 0.35 0.39 -0.55
H 3.6291 -0.8050 4.7983 -0.04 -0.30 0.18
H -2.6659 -9.1690 0.7660 0.12 0.09 0.29
C 3.9093 -0.5873 -7.5717 0.44 1.81 1.14
H 3.6670 -2.4515 4.0704 -0.83 -0.29 0.72
H -9.3559 4.8428 0.7559 -0.19 -0.23 -0.56
C -3.3516 -7.7575 -0.8063 -0.96 1.01 1.42
H 8.0442 6.3752 2.6261 -0.14 0.37 -0.45
N 5.5137 -1.9013 4.8251 -0.88 1.12 -1.46
H -12.6318 3.4255 -0.7715 -0.16 -0.29 -0.35
H -11.3113 3.3574 -3.6379 0.02 0.08 0.15
H 5.8376 0.0235 3.8988 -0.30 -0.14 -0.33
C -4.2761 -6.3547 1.1957 0.24 0.89 0.14
N -3.1568 -6.5239 0.0671 0.71 0.69 3.00
H 8.6663 5.1038 1.5578 -0.19 -0.29 -0.08
H 6.1114 0.1858 -7.5790 -0.36 -0.34 1.06
H 0.3154 2.4980 -5.8985 -0.71 -0.19 -0.16
H 0.1927 -1.0109 -5.9611 0.04 0.19 0.54
C 3.9176 -1.8463 4.9416 3.23 0.26 -0.25
H -5.1883 -6.3350 0.5993 -0.03 -0.12 0.28
C 7.2394 -1.3405 2.8687 -0.37 0.52 1.99
H 3.4626 8.2258 -0.6617 -0.12 -0.13 0.25
H -7.1613 2.6723 -1.9615 -0.22 0.55 -0.51
C 1.4618 7.1595 1.4937 -0.32 0.11 -0.49
C 4.0157 0.2383 7.5479 0.13 0.65 1.13
N 3.8276 -0.7266 -6.0467 -0.11 -0.69 0.34
H 7.5058 -0.8134 1.9526 -0.65 -0.18 -0.12
H 1.2458 1.8818 -4.6709 0.42 -0.88 0.39
H -1.5392 -5.7154 1.2846 0.33 -0.02 -0.46
H 1.0444 -0.9638 -7.4463 0.48 -0.25 0.04
H 5.2789 -3.0067 -3.6368 -0.02 -0.36 -0.64
H -3.9372 -12.0527 -1.1195 -0.52 0.61 -0.45
C 4.6907 4.8984 0.6227 -0.05 0.56 -0.04
C 4.4533 8.1945 -0.2084 -0.04 -2.08 0.77
H -12.9509 3.8768 -3.2974 -0.05 -0.15 0.04
H -4.3014 -7.5840 -1.3122 0.10 -0.20 -0.25
O -3.5067 -10.0133 -0.8696 -0.03 -3.80 -2.00
C -1.7212 -6.6764 0.8035 -2.35 0.69 -0.42
H 3.2874 0.3071 -7.6095 0.20 0.19 -1.06
C 4.8690 -1.9069 -5.5898 -1.56 0.95 1.41
C 5.9820 -3.4009 4.6103 -0.48 0.21 2.27
H 7.9598 -0.9620 3.5938 0.36 -0.13 0.02
C 1.1105 -0.6315 -6.4103 1.47 1.70 -0.49
C -10.8836 1.2733 -1.0695 0.72 -0.62 0.00
H 2.0139 5.0447 1.4989 -0.52 -0.01 -0.51
H -6.0550 3.4151 1.4362 -0.25 -0.14 0.00
C 5.2193 -4.4400 5.5366 0.41 -0.14 -1.33
H 5.8832 -1.9004 6.9925 0.15 -0.15 -0.28
H 4.3356 4.9754 -0.4049 0.36 0.07 -0.10
H -2.8802 -11.7660 0.0912 0.20 0.48 0.68
H 1.4772 8.0083 0.8099 0.43 0.00 -0.05
H -4.6016 -4.1958 1.4931 0.00 0.05 0.00
H -4.4134 -3.6634 -1.5324 0.57 0.06 -0.23
H -6.2788 1.7789 0.7352 0.72 -0.16 0.25
O 4.7311 0.4862 6.3466 -2.63 0.98 0.04
H -4.6070 -11.4678 0.3950 -0.16 0.87 0.00
O -7.4622 3.1894 -0.0084 -0.88 0.80 -0.21
H 4.8448 6.0144 3.2784 0.12 -0.71 -0.37
C -9.3184 3.1501 -1.6709 1.09 -0.30 0.53
Cl 0.7074 0.1749 0.0280 0.18 -0.03 -0.07
H 4.2739 -1.6413 -3.4864 -0.12 0.15 -0.02
H 2.2587 -2.1840 -5.4340 0.36 -0.21 -0.89
C 2.2693 5.9736 0.9890 1.65 0.26 0.82
H 4.4514 0.8615 8.3288 0.08 0.05 0.20
H 4.7666 -2.6860 -6.3451 0.09 0.23 -0.05
H 5.6252 -5.4421 5.3980 1.12 0.19 0.13
C 4.2546 0.6897 -5.3802 0.14 -3.17 -0.16
C 4.4879 -2.4704 -4.1609 -0.13 1.28 -1.12
H -4.4610 -9.1678 0.4918 -0.05 1.17 1.11
C -7.9106 2.5564 -1.1785 -0.91 0.39 -0.28
H 4.2116 0.4288 -4.3227 -0.13 0.54 0.03
H 7.2754 -1.3739 5.9111 0.11 -0.84 0.42
H -4.3270 -7.2030 1.8782 0.48 -0.22 -0.47
H 5.0819 7.5907 -0.8630 0.18 0.55 -0.35
H -2.6824 -4.4541 -0.0684 -0.31 -0.04 0.02
H 3.2439 6.5189 3.3624 -0.47 -0.38 -0.13
H 4.7761 9.2317 -0.1194 0.33 -0.27 0.18
C 5.8319 -0.9913 3.5009 1.76 -1.30 0.47
H -2.3550 -5.4827 -1.4342 -0.23 0.71 -0.65
H -11.5742 0.9484 -0.2913 -0.30 0.11 -0.45
H -9.4331 2.8731 -2.7188 -0.22 -0.49 0.19
H 4.4759 3.8750 0.9301 -0.81 0.34 0.62
C -10.5991 2.9417 0.6577 1.47 1.92 -1.43
H -10.1320 4.3755 2.1743 -0.26 -0.14 0.17
H -11.6149 4.6183 -1.5457 0.62 -0.08 0.72
H 5.1644 -4.2841 6.6140 -0.08 0.38 -0.25
H -4.7535 -5.1880 -2.2846 0.37 -0.28 0.07
H 5.3057 0.7617 -5.6598 -0.27 0.51 -0.07
H 6.5276 0.4875 7.3325 0.01 -0.51 0.56
C 3.8607 5.7560 2.8874 0.15 1.12 -0.29
H 5.0901 -1.1403 2.7162 -0.53 -0.15 0.68
N -10.6316 2.7390 -0.9243 -0.21 0.80 0.23
H -12.4812 2.1702 -3.0388 -0.23 0.19 -0.32
C -6.1917 2.8435 0.5182 -0.46 -0.61 0.25
H 2.9644 0.5249 7.5200 0.14 0.06 -0.78
H 3.3325 -1.3771 -8.0531 0.46 -0.25 0.13
C -3.4741 -9.0478 0.0447 -0.61 1.50 0.32
H -1.8505 -7.3793 1.6265 0.12 -0.26 -0.47
H 1.6383 7.5517 2.4952 -0.05 -0.44 0.01
H 4.2744 -4.7253 5.0742 -0.63 0.96 0.40
H 7.0414 -3.3015 4.8466 -0.05 -0.52 0.02
H -9.9583 0.7312 -0.8739 0.12 0.26 0.23
H 0.4382 6.8009 1.3852 -0.19 0.07 0.48
H -0.2532 0.9357 -5.1191 -0.18 0.62 0.49
H 6.5881 0.8261 5.7042 -0.09 -0.26 -0.55
C 0.5881 1.5346 -5.4678 -0.40 0.62 -0.30
H -11.1356 5.1083 0.9533 0.06 -0.14 -0.23
C -10.3013 4.4221 1.0986 0.01 -1.15 0.26
H -11.1496 0.9417 -2.0732 -0.37 0.50 0.14
H 8.2072 4.8267 3.2895 0.46 -0.29 -0.24
C -4.4575 -4.7351 -1.3384 -0.34 0.54 -0.32
H 5.3628 0.2684 -8.9833 -0.45 -0.84 -0.69
O 6.6208 4.9476 2.1298 -1.02 -0.10 -1.86
H 6.5301 5.9812 0.3084 0.38 0.02 -0.07
C 6.0501 0.1834 6.4010 0.55 -0.25 -0.32
H 5.4838 7.3665 1.6211 0.02 -0.16 -0.38
H 5.8861 -3.7968 3.5993 -0.28 0.85 -0.17
H 2.2907 -0.7995 -4.5701 -0.21 0.69 -0.11
```
Forces are in eV/Å.

Output
Charge = +4
Molecular weight = 766.7 g mol⁻¹
Relative energy (zero: lowest compared OMol25 entry of this formula, charge and spin) = 27.3 kcal/mol